{
  "formula": "C58H63BrClNO18P",
  "method": "the ωB97M-V functional and the def2-TZVPD basis",
  "species": ["C", "C", "C", "C", "C", "P", "C", "C", "O", "C", "O", "C", "C", "O", "Cl", "O", "C", "C", "C", "C", "C", "C", "O", "Br", "C", "C", "C", "C", "C", "O", "O", "C", "C", "C", "C", "C", "C", "N", "C", "O", "H", "H", "H", "H", "H", "H", "H", "H", "H", "H", "H", "H", "H", "H", "H", "H", "H", "H", "H", "H", "H", "H", "H", "H", "H", "H", "H", "H", "H", "H", "H", "H", "H", "H", "H", "H", "H", "H", "H", "H", "H", "H", "H", "C", "C", "C", "O", "C", "C", "C", "O", "H", "H", "H", "H", "C", "C", "C", "O", "C", "C", "C", "O", "H", "H", "H", "H", "C", "C", "C", "O", "C", "C", "C", "O", "H", "H", "H", "H", "C", "C", "C", "O", "C", "C", "C", "O", "H", "H", "H", "H", "C", "C", "C", "O", "C", "C", "C", "O", "H", "H", "H", "H"],
  "xyz": [[-2.04841, 6.94014, -1.66759], [-1.20882, 5.71919, -2.20596], [-0.61728, 4.95189, -0.94869], [-1.50711, 3.72218, -0.49548], [-0.60063, 2.65603, 0.21375], [-0.57299, 0.90782, -0.46739], [-0.31037, 1.36658, -2.31936], [1.19445, 1.73514, -2.65578], [1.16251, 2.37239, -4.00283], [1.11297, 3.73776, -3.88823], [0.47481, 4.33929, -4.70414], [-2.54287, 0.80366, -0.52586], [-3.12613, 0.74065, -1.93146], [-3.63833, 1.62029, -2.53790], [-3.02987, -0.90716, -2.75915], [-0.81666, 0.05739, 1.07044], [0.27574, -0.82307, 1.37669], [0.13179, -2.33696, 0.95896], [0.22600, -2.76613, -0.53124], [1.29101, -3.93948, -0.72559], [-0.00808, -1.00079, 2.95930], [-1.45332, -0.54745, 3.32221], [-1.69297, 0.36231, 4.03867], [-3.07048, -1.50794, 2.65657], [1.56139, 0.01943, 0.95671], [2.83600, -0.90429, 0.89916], [3.28906, -1.31837, -0.53919], [4.36595, -0.40998, -1.22516], [5.77631, -0.46092, -0.59715], [6.05745, -0.53097, 0.55711], [6.85370, -0.36825, -1.51874], [6.89768, 0.96731, -2.05115], [6.47714, 1.07706, -3.56191], [1.93504, 1.33978, 1.74899], [3.12462, 2.02126, 1.24453], [3.43664, 3.22078, 1.96567], [2.60396, 3.62691, 3.04239], [1.47346, 3.08157, 3.53199], [1.22508, 1.94465, 2.81651], [1.16137, 0.61536, -0.29686], [-1.40104, 7.51884, -0.97242], [-2.40714, 7.54336, -2.53027], [-2.88389, 6.52188, -1.05661], [-0.32801, 6.11086, -2.77120], [-1.78821, 5.05538, -2.88697], [0.42169, 4.64816, -1.22602], [-0.52353, 5.68297, -0.10345], [-2.12533, 3.36460, -1.34590], [-2.22301, 4.13747, 0.25713], [-0.92911, 2.59371, 1.28424], [0.45099, 3.04773, 0.18703], [-0.70942, -0.42268, -1.01227], [-0.52342, 0.46430, -2.94580], [-0.90956, 2.22393, -2.69821], [1.83956, 0.84337, -2.78242], [1.60809, 2.51474, -1.97414], [1.67982, 4.29170, -3.10138], [-2.74705, -0.20168, -0.07650], [-3.04882, 1.53059, 0.15781], [-0.85939, -2.66837, 1.35857], [0.87401, -2.95880, 1.52818], [0.44652, -2.00365, -1.29947], [-0.74653, -3.23618, -0.82833], [2.13030, -3.87916, 0.00159], [0.78218, -4.92150, -0.53321], [1.62776, -3.98880, -1.79081], [0.05851, -2.06667, 3.28526], [0.74761, -0.46110, 3.58365], [2.70274, -1.85716, 1.47571], [3.72745, -0.45478, 1.40631], [3.76414, -2.33209, -0.44448], [2.47539, -1.44431, -1.28351], [3.99849, 0.63089, -1.42771], [4.49391, -0.83885, -2.25724], [7.89820, 1.44016, -1.93872], [6.18358, 1.61142, -1.47397], [7.19727, 1.73794, -4.11103], [6.48750, 0.08201, -4.05906], [5.48034, 1.57047, -3.68796], [3.75456, 1.66195, 0.41798], [4.32281, 3.81471, 1.67745], [2.92909, 4.55178, 3.58001], [0.27895, 1.44990, 3.13161], [-4.04665, -3.87327, -7.12584], [-5.21601, -3.97187, -7.75413], [-6.47001, -3.49661, -7.12351], [-7.53710, -3.58910, -7.69732], [-6.37235, -2.90661, -5.76914], [-5.20278, -2.80741, -5.13958], [-3.94905, -3.28265, -5.76979], [-2.88398, -3.19127, -5.19807], [-3.12049, -4.21559, -7.57032], [-5.30607, -4.39969, -8.74483], [-7.29824, -2.56434, -5.32487], [-5.11261, -2.37900, -4.14881], [-4.18896, -0.14352, 8.98442], [-3.49168, -1.23950, 8.69363], [-2.46248, -1.23435, 7.62683], [-1.82811, -2.23450, 7.35998], [-2.23944, 0.03624, 6.89970], [-2.93711, 1.13158, 7.19140], [-3.96469, 1.12772, 8.25553], [-4.60105, 2.12734, 8.52384], [-4.94521, -0.12782, 9.75926], [-3.64170, -2.17629, 9.21582], [-1.48618, 0.02326, 6.12689], [-2.78603, 2.06789, 6.66833], [10.66448, -5.00225, -1.15525], [11.34779, -3.89065, -1.41762], [10.70522, -2.55743, -1.33899], [11.32894, -1.54372, -1.58059], [9.27537, -2.50939, -0.95606], [8.59214, -3.62206, -0.69361], [9.23334, -4.95415, -0.77197], [8.61312, -5.96998, -0.53126], [11.11639, -5.98484, -1.20812], [12.39360, -3.90709, -1.69829], [8.82157, -1.52771, -0.90279], [7.54642, -3.60498, -0.41289], [-3.18453, -5.28087, -1.17172], [-4.34481, -5.36327, -1.81874], [-5.60285, -4.87901, -1.20505], [-6.66250, -4.95630, -1.79470], [-5.51985, -4.29777, 0.15494], [-4.35904, -4.21448, 0.80201], [-3.10169, -4.69954, 0.18841], [-2.04359, -4.62445, 0.77659], [-2.25518, -5.63039, -1.60398], [-4.42361, -5.78413, -2.81335], [-6.44892, -3.94790, 0.58695], [-4.28117, -3.79256, 1.79528], [-4.80455, 3.52207, 4.55866], [-4.25891, 2.84419, 3.54892], [-4.35025, 3.34038, 2.15544], [-3.85719, 2.72563, 1.23244], [-5.06727, 4.61625, 1.92797], [-5.61146, 5.29237, 2.93708], [-5.52170, 4.79802, 4.33091], [-6.01737, 5.41703, 5.25100], [-4.75041, 3.17686, 5.58406], [-3.72940, 1.90928, 3.69625], [-5.12217, 4.96211, 0.90302], [-6.13970, 6.22598, 2.78929]],
  "charge": -1,
  "gap_ev": 4.9,
  "max_force_ev_per_a": 3.67,
  "homo_ev": -5.1
}